# 1
The following is a quantum chemistry calculation of a molecular structure, C34H44N7NdO2S at a distorted geometry, from OMol25.

ORCA input file:
```
! wB97M-V def2-TZVPD RIJCOSX def2/J DEFGRID3
* xyz 0 4
Nd -15.10 1.67 9.42
S -10.69 4.84 9.81
O -14.55 3.44 8.03
O -16.73 1.42 10.98
N -17.35 2.72 8.26
N -17.73 -0.15 5.51
N -14.44 3.57 11.10
N -14.92 1.15 6.64
N -13.82 0.39 11.43
N -13.09 0.17 8.63
N -16.57 -1.04 9.49
C -17.18 -0.77 11.83
C -15.51 4.07 11.76
C -14.31 5.98 12.60
C -12.21 2.73 9.53
C -16.39 -1.77 7.00
C -14.57 6.98 7.44
C -13.25 4.34 11.06
C -15.51 5.29 12.43
C -18.74 0.78 7.72
C -12.92 -0.37 7.25
C -17.50 -1.56 12.94
C -13.86 0.25 6.16
C -17.15 -1.45 10.58
C -18.67 2.15 8.44
C -12.42 0.12 11.12
C -14.12 5.74 7.77
C -16.84 6.23 7.54
C -16.40 4.95 7.87
C -16.69 -2.08 8.45
C -12.36 -0.56 9.73
C -16.90 0.25 14.38
C -12.19 3.93 10.23
C -17.75 -0.11 4.06
C -10.10 3.50 8.95
C -18.66 0.80 6.13
C -16.62 1.05 13.33
C -13.17 5.50 11.91
C -17.45 4.00 8.03
C -17.40 -1.05 14.23
C -17.64 -1.49 6.07
C -15.91 7.23 7.33
C -16.85 0.61 12.02
C -14.99 4.65 7.92
C -10.99 2.45 8.91
H -13.92 0.95 12.27
H -11.28 -0.66 9.43
H -10.67 1.49 8.50
H -17.64 -2.46 10.58
H -15.71 -0.92 6.95
H -18.42 4.54 7.99
H -18.28 1.78 5.77
H -13.89 7.84 7.29
H -14.25 -0.52 11.63
H -18.54 -1.72 6.66
H -17.50 -2.17 5.20
H -16.26 8.23 7.04
H -15.76 0.92 6.12
H -17.90 0.90 3.65
H -16.74 0.68 15.40
H -14.25 6.86 13.26
H -13.06 5.49 7.89
H -11.88 -0.27 6.86
H -19.48 2.88 8.13
H -17.91 -2.53 12.78
H -18.84 1.96 9.51
H -13.14 0.71 5.47
H -17.91 6.45 7.49
H -12.74 1.14 8.61
H -12.18 5.95 12.07
H -19.67 0.61 5.67
H -16.42 5.66 12.93
H -13.12 -1.47 7.28
H -15.92 -2.67 6.59
H -16.41 3.44 11.73
H -17.73 -2.49 8.58
H -11.85 1.07 11.18
H -16.31 2.07 13.48
H -15.99 -2.92 8.69
H -17.71 -1.64 15.06
H -17.92 0.21 8.20
H -14.24 -0.58 5.52
H -16.75 -0.40 3.66
H -9.10 3.57 8.52
H -19.72 0.34 8.05
H -12.01 -0.62 11.85
H -14.72 2.11 6.34
H -12.79 -1.58 9.85
H -18.58 -0.76 3.66
*
```

As for the orbital gap (alpha / beta): 7.33 / 7.34 eV. As for the expectation value of S²: 3.75.

# 2
The following is a quantum chemistry calculation of a molecular structure, C34H45ClIN3O8PS at a distorted geometry, from OMol25.

ORCA input file:
```
! wB97M-V def2-TZVPD RIJCOSX def2/J DEFGRID3
* xyz -1 1
I 0.15 -0.02 -1.92
Cl 1.92 -2.91 -3.21
S 5.75 -0.41 -0.72
P 4.28 -0.55 0.55
O -4.81 1.82 2.83
O -3.51 -0.33 1.57
O -5.05 -0.54 -2.12
O 3.61 -5.33 2.97
O -4.47 1.58 -2.61
O 3.16 -4.16 4.79
O -1.58 4.78 1.06
O -0.60 2.73 -0.40
N -0.44 -1.47 1.25
N 1.70 -0.47 1.09
N 1.25 -2.12 -0.32
C 3.57 2.36 0.14
C -5.72 -1.34 0.09
C 2.26 -3.35 2.66
C 2.97 3.75 -0.02
C -3.59 -0.12 -4.01
C -3.55 -2.54 -0.48
C 3.27 4.69 -0.98
C 2.79 -1.65 -2.26
C 1.36 5.22 0.99
C 1.93 -1.10 -1.13
C 0.32 1.33 2.18
C 2.02 -3.32 0.08
C 1.59 -3.94 1.41
C 3.07 -4.37 3.45
C -4.40 0.39 -2.84
C 2.05 4.06 0.92
C -2.01 1.21 0.60
C -1.43 -2.47 0.81
C -5.27 -0.15 -0.74
C -5.09 -2.67 -0.36
C 1.43 0.51 2.12
C 1.63 6.18 0.03
C -3.23 3.32 2.02
C 2.58 5.91 -0.94
C 2.57 -0.08 -0.10
C -2.15 3.68 1.22
C 2.59 -0.16 -4.41
C -3.10 0.83 1.41
C 0.73 -1.33 0.74
C 3.43 -0.61 -3.19
C 2.51 1.41 -0.48
C -2.88 -1.95 0.79
C -3.80 2.00 2.15
C -1.53 2.53 0.40
H 0.52 -3.95 1.56
H 2.73 -3.31 4.95
H 4.55 2.34 -0.34
H 3.10 -3.19 0.07
H 2.87 -2.47 2.49
H 2.53 0.93 -4.39
H -4.29 -0.57 -4.72
H -5.50 -1.19 1.14
H -0.73 -0.85 2.01
H 3.61 -2.19 -1.79
H 4.57 0.27 1.66
H -6.80 -1.44 0.00
H -3.73 4.08 2.62
H 1.84 3.33 1.70
H 2.77 6.69 -1.66
H 4.25 -1.86 1.05
H -2.84 -0.85 -3.71
H -6.06 0.60 -0.72
H 1.54 1.81 -0.16
H 4.32 -1.10 -3.60
H -2.94 -0.87 0.85
H 1.56 -0.51 -4.41
H -1.47 0.46 0.03
H -5.25 -3.47 0.36
H 2.18 0.57 2.92
H -3.15 -3.56 -0.54
H 0.23 2.17 1.48
H -3.22 -1.97 -1.34
H 1.90 -4.99 1.36
H 1.09 7.11 0.06
H 3.80 0.26 -2.66
H -3.12 0.73 -4.48
H -4.40 0.37 -0.35
H -3.37 -2.32 1.69
H 2.56 1.55 -1.56
H -1.36 -3.27 1.55
H 3.61 2.19 1.21
H 3.99 4.51 -1.76
H 1.46 -3.02 3.34
H 3.05 -0.43 -5.36
H 0.63 5.34 1.78
H -0.55 1.19 2.84
H -5.44 -2.95 -1.35
H 1.82 -4.08 -0.69
H -1.10 -2.90 -0.14
*
```

As for the orbital gap: 4.75 eV.

# 3
The following is a quantum chemistry calculation of a molecular structure, C34H45IrN7O4PSb2Se2Te3 at a distorted geometry, from OMol25.

ORCA input file:
```
! wB97M-V def2-TZVPD RIJCOSX def2/J DEFGRID3
* xyz 1 6
Ir 1.08 -0.54 0.02
Te 0.01 -5.05 -2.04
Te 3.57 -3.70 -0.04
Te 1.42 -3.97 2.87
Sb 2.20 1.84 0.17
Sb -1.24 0.52 0.28
Se 4.70 -1.64 0.04
Se 1.14 -2.98 0.60
P -1.81 -3.45 -1.81
O -2.52 -3.56 -3.21
O 0.91 -0.08 2.79
O -2.91 -4.06 -0.84
O -1.33 -2.12 -1.38
N 2.12 -1.76 -2.59
N 1.53 -0.66 4.89
N 2.43 -2.63 -4.74
N 1.50 -0.71 -2.10
N 1.28 -0.62 -4.28
N 1.97 -1.66 -3.87
N 3.06 -0.67 3.16
C 2.28 2.91 3.06
C 4.40 2.86 -3.49
C -3.96 -0.74 0.97
C -3.31 2.20 -1.22
C 3.57 4.23 1.52
C -3.09 0.96 -3.69
C 6.06 2.28 -1.85
C -2.62 -4.17 0.57
C 1.78 -0.47 3.58
C 3.40 2.66 -2.54
C -3.95 2.03 -3.53
C -3.22 -1.73 3.46
C -4.50 -1.95 2.98
C 2.48 -1.16 5.86
C -2.33 0.50 -2.61
C 0.99 -0.03 -3.13
C 0.65 3.13 -0.61
C -4.87 -1.46 1.74
C 3.88 5.12 2.54
C -4.88 -3.78 -3.68
C -4.07 2.65 -2.29
C 3.72 2.26 -1.25
C -2.68 -0.51 1.45
C -2.30 -1.01 2.70
C -0.99 2.40 1.29
C 3.39 4.91 3.82
C 2.59 3.81 4.08
C -2.44 1.13 -1.37
C -0.40 3.53 0.43
C -3.68 -5.02 1.21
C 5.73 2.67 -3.14
C 2.77 3.12 1.78
C -3.75 -2.81 -3.45
C 5.06 2.07 -0.91
H -1.94 2.71 1.73
H -5.21 -2.51 3.58
H -3.00 0.47 -4.65
H -3.55 -2.20 -4.32
H 2.37 2.83 -2.82
H 0.57 -0.51 5.16
H -0.32 2.13 2.11
H -3.95 -2.16 -2.60
H -4.54 2.38 -4.37
H -4.75 3.48 -2.17
H 6.51 2.84 -3.87
H 7.10 2.13 -1.58
H 3.74 -1.13 3.74
H 3.34 -0.49 5.96
H -3.68 -6.02 0.79
H 5.33 1.76 0.09
H 4.14 3.18 -4.49
H -1.22 4.02 -0.11
H 1.99 -1.23 6.83
H -3.42 2.70 -0.26
H 3.33 -2.96 -4.40
H 3.96 4.40 0.52
H 1.12 4.02 -1.03
H 2.52 -2.20 -5.65
H -4.67 -4.42 -4.54
H -3.50 -5.09 2.29
H 1.65 2.06 3.28
H 0.19 2.57 -1.43
H 2.85 -2.16 5.60
H 3.21 -0.68 2.16
H -5.87 -1.64 1.36
H 2.20 3.64 5.08
H -5.03 -4.41 -2.80
H -4.67 -4.57 1.07
H -2.93 -2.12 4.43
H 0.42 0.88 -3.05
H -5.80 -3.23 -3.88
H -4.26 -0.37 0.00
H -1.29 -0.86 3.06
H -1.69 -0.36 -2.72
H 3.63 5.60 4.61
H 4.50 5.98 2.33
H -2.59 -3.16 0.99
H -1.63 -4.63 0.69
H 0.02 4.28 1.10
*
```

The calculation puts the energy relative to the best compared isomer or geometry (same formula, charge and spin) at 11.5 kcal/mol. As for the orbital gap (alpha / beta): 5.86 / 5.15 eV. As for the expectation value of S²: 8.78.

In order of appearance, energy = -76610.212, -97576.620, -232378.041 eV.